# C26H32N2O5STi

A structure of composition C26H32N2O5STi (wB97M-V/def2-TZVPD, the OMol25 dataset).

```
67
Properties=species:S:1:pos:R:3:forces:R:3:lowdin_charge:R:1
Ti 1.1604 0.1148 0.3893 -0.134 -0.034 -0.269 0.7448
C -0.5458 1.0762 5.0930 0.002 0.002 0.021 -0.0726
C 0.3582 0.9246 3.8652 -0.037 -0.025 0.007 -0.3724
C 1.7998 0.6937 4.2978 0.016 0.020 -0.003 -0.0718
C -0.1852 -0.1553 2.9442 -0.065 -0.057 0.051 -0.2274
C 0.5095 -1.3324 2.6400 0.002 0.141 -0.031 -0.0734
C -0.0438 -2.2759 1.7774 -0.015 0.035 -0.049 -0.0576
C -1.3131 -2.1105 1.2293 0.035 -0.046 -0.003 -0.2892
C -1.8277 -3.0935 0.2174 -0.023 0.009 0.000 -0.0429
C -2.0220 -0.9648 1.5692 0.017 0.044 0.014 -0.0547
C -1.4525 0.0038 2.3815 -0.071 0.023 0.053 -0.0484
H -0.1875 1.8900 5.7283 0.001 -0.001 -0.001 0.0713
H -0.5423 0.1561 5.6857 0.001 0.001 -0.006 0.0794
H -1.5778 1.2947 4.8166 0.001 -0.004 -0.004 0.0662
H 0.3249 1.8558 3.2919 0.005 0.011 0.005 0.1311
H 1.8929 -0.2135 4.9044 0.000 0.002 -0.005 0.0808
H 2.1407 1.5332 4.9081 -0.007 -0.001 0.000 0.0786
H 2.4579 0.6110 3.4322 -0.001 -0.010 -0.014 0.0510
H 1.4918 -1.5063 3.0512 -0.001 0.006 0.010 0.0891
H 0.5467 -3.1381 1.4911 0.004 0.003 0.002 0.1245
H -1.2377 -3.0084 -0.6982 0.000 -0.008 0.002 0.0685
H -2.8727 -2.9061 -0.0319 0.003 0.006 0.008 0.0746
H -1.7362 -4.1203 0.5776 -0.001 0.000 -0.012 0.0759
H -2.9960 -0.7849 1.1278 -0.003 -0.012 -0.007 0.1119
H -1.9889 0.9308 2.5577 -0.020 -0.020 0.017 0.1234
O -3.0317 4.0733 -3.0073 0.039 0.040 -0.020 0.0872
C -3.0642 3.6252 -1.7151 -0.122 -0.114 0.037 -0.4713
O -3.7097 4.2156 -0.9016 0.052 0.031 -0.008 0.1243
C -2.3256 2.3538 -1.5198 0.059 0.003 0.022 -0.0695
C -2.5019 1.2263 -2.3040 -0.226 -0.038 0.018 -0.0219
N -1.7081 0.2686 -1.8085 0.190 0.040 -0.089 0.0561
N -0.9766 0.7227 -0.7919 -0.032 -0.101 -0.018 0.0366
C -1.3371 1.9729 -0.5806 -0.029 -0.044 0.096 -0.1246
C -0.5755 2.6837 0.5190 0.104 0.122 -0.259 -0.5961
O -1.0002 3.7345 0.9744 -0.027 -0.031 0.025 0.0524
O 0.5052 2.0747 0.8462 0.139 -0.268 0.143 -0.1302
H -2.3949 3.5359 -3.4948 -0.003 0.007 0.003 0.1021
H -3.1668 1.0298 -3.1297 0.038 -0.017 -0.028 0.1344
H -1.5496 -0.6586 -2.2038 0.037 0.074 0.094 0.1047
C -2.0780 -2.1714 -4.0042 -0.009 0.071 -0.001 -0.3937
C -1.7706 -3.0563 -5.2096 0.042 0.050 0.033 -0.3354
S 1.4844 -0.4623 -2.0115 0.011 -0.112 0.132 0.7900
O 0.8089 -1.4271 -0.9130 0.114 0.122 0.023 -0.7403
C 3.1538 -1.1198 -2.1828 0.098 0.100 -0.151 -0.4991
C 3.9966 -0.0897 -2.9250 0.010 -0.028 0.020 -0.1793
H -3.0895 -2.2571 -3.5304 0.008 0.025 0.038 0.0263
H -1.9703 -1.1125 -4.2873 0.009 0.013 0.020 0.0199
H -1.3538 -2.3463 -3.1897 0.018 -0.023 -0.024 0.0146
H -2.4533 -2.7990 -6.0352 -0.052 -0.060 -0.005 -0.1043
H -1.9422 -4.1127 -4.9507 -0.047 -0.017 -0.034 -0.1020
H 3.0950 -2.0548 -2.7427 -0.030 -0.010 0.007 0.0749
H 3.5313 -1.3018 -1.1777 -0.033 0.009 0.032 0.0535
H 3.5721 0.1323 -3.9072 0.005 0.008 -0.001 0.0608
H 5.0139 -0.4568 -3.0724 -0.008 -0.014 0.009 0.0660
H 4.0519 0.8383 -2.3536 -0.010 -0.009 -0.006 0.0531
C 2.8311 -0.0318 0.9509 -0.101 0.145 0.192 -0.2022
C 4.1866 -0.0937 1.3665 0.043 -0.066 -0.119 -0.3572
C 5.2124 0.6411 0.7126 0.023 -0.003 0.015 -0.0775
C 6.5328 0.5741 1.1138 -0.016 -0.004 0.002 -0.1381
C 6.9227 -0.2181 2.1933 0.018 0.003 -0.004 -0.1610
C 5.9397 -0.9511 2.8538 -0.008 0.005 -0.005 -0.1407
C 4.6167 -0.9004 2.4538 0.015 0.004 0.016 -0.0880
H 4.9317 1.2784 -0.1178 -0.015 -0.003 0.005 0.0907
H 7.2768 1.1564 0.5782 0.002 -0.001 0.002 0.0837
H 7.9589 -0.2649 2.5063 -0.003 0.001 0.000 0.0699
H 6.2146 -1.5822 3.6939 -0.007 -0.002 0.000 0.0829
H 3.8787 -1.4997 2.9756 -0.008 0.005 -0.002 0.0879
```
Forces are in eV/Å.

## Properties
Gap between HOMO and LUMO   0.14370 hartree
Energy above the lowest of the compared OMol25 structures with the same formula, charge and spin   6.1 kcal per mole
Net charge   -2
HOMO   0.52 eV
Multiplicity   1